Entry 1:
The following is a quantum chemistry calculation of 2 unconnected molecules or ions with the total composition C2H4O2 at a distorted geometry, from OMol25.

Last columns: bonded neighbours and bond lengths (Å).
Cartesian coordinates (Å):
1 C 2.64 -0.75 0.96  O4 1.145
2 C -0.91 0.01 -0.53  O3 1.405, H6 1.121, H7 1.113, H8 1.142
3 O -0.27 0.78 0.46  C2 1.405, H5 0.938
4 O 2.40 0.27 0.50  C1 1.145
5 H -0.50 0.25 1.20  O3 0.938
6 H -0.82 -1.10 -0.53  C2 1.121
7 H -0.53 0.22 -1.56  C2 1.113
8 H -2.01 0.31 -0.49  C2 1.142

The highest occupied orbital energy comes out at -0.384 Eh. Its largest force on an atom is 2.9 eV Å⁻¹. For the electronic energy, the calculation gives -229.0416 Eh.

Atomic charges from the Mulliken analysis, expressed in e, are listed below:
1. C 0.097
2. C -0.612
3. O -0.454
4. O -0.092
5. H 0.299
6. H 0.264
7. H 0.242
8. H 0.257



Entry 2:
The following is a quantum chemistry calculation of 2 unconnected molecules or ions with the total composition C2H4O2P at a distorted geometry, from OMol25.

Last columns: bonded neighbours and bond lengths (Å).
Cartesian coordinates (Å):
1 C 1.17 0.97 0.04  O4 1.215, H6 1.097, H7 1.103
2 C -0.61 -1.31 0.08  P5 1.705, H8 1.083, H9 1.078
3 O -2.03 0.79 -0.64  P5 1.497
4 O 2.26 0.49 0.25  C1 1.215
5 P -1.46 0.09 0.55  C2 1.705, O3 1.497
6 H 0.70 0.97 -0.96  C1 1.097
7 H 0.62 1.55 0.80  C1 1.103
8 H -0.51 -1.62 -0.95  C2 1.083
9 H -0.14 -1.93 0.83  C2 1.078

The highest occupied orbital energy (alpha / beta) comes out at -0.121 / -0.121 Eh. Its charge is -1. Its largest force on an atom is 1.8 eV Å⁻¹. For the electronic energy, the calculation gives -570.4406 Eh.

Here are the Mulliken charges for atoms 1 to 8, given in e:
1. C -0.201
2. C -0.770
3. O -0.586
4. O -0.521
5. P -0.109
6. H 0.314
7. H 0.237
8. H 0.315